The following is a DFT calculation (ωB97M-V/def2-TZVPD) of C31H32N3V as an isolated structure.

Its net charge is +2. Its spin multiplicity is 3. The value obtained for the highest occupied orbital energy (spin up / spin down) is -14.547 / -14.575 eV. The value obtained for the HOMO-LUMO gap (spin up / spin down) is 7.2378 / 7.1196 eV. The value obtained for the LUMO energy (spin up / spin down) is -7.3089 / -7.4556 eV. As for the total energy: -62811.175 eV.

Positions of all 67 atoms, in Å:
V1 -0.27 -0.26 0.32
N1 -0.02 1.66 -0.25
N2 -2.30 -0.40 0.86
N3 1.79 -0.11 0.20
C1 -3.20 0.45 1.36
C2 1.19 2.10 -0.29
C3 -0.47 -1.87 -0.81
C4 4.31 -2.81 -0.07
C5 2.24 1.08 0.00
C6 0.19 -4.03 -1.64
C7 -4.55 0.18 1.33
C8 1.24 -1.47 2.60
C9 2.30 -1.95 1.65
C10 2.62 -1.23 0.49
C11 -0.94 -4.60 -1.06
C12 -4.05 -1.87 0.19
C13 -4.99 -0.99 0.73
C14 3.02 -3.09 1.93
C15 -3.17 3.01 -1.56
C16 -1.86 -3.81 -0.39
C17 -2.71 -1.57 0.31
C18 -2.00 2.27 -1.47
C19 -1.62 1.30 -2.55
C20 3.91 -0.94 -1.69
C21 -0.67 3.60 1.90
C22 -1.50 3.40 0.66
C23 -2.69 4.11 0.52
C24 1.59 3.49 -0.59
C25 -3.51 3.93 -0.58
C26 -1.65 -2.43 -0.28
C27 -1.16 2.50 -0.37
C28 0.43 -2.67 -1.50
C29 4.03 -3.52 1.08
C30 3.61 -1.65 -0.40
C31 3.66 1.51 0.10
H1 4.04 1.79 -0.89
H2 -2.97 4.81 1.30
H3 -4.36 -2.77 -0.32
H4 -0.82 1.70 -3.17
H5 -2.74 -4.26 0.06
H6 5.08 -3.16 -0.75
H7 2.00 3.97 0.30
H8 2.80 -3.65 2.83
H9 4.81 -0.31 -1.60
H10 4.29 0.72 0.50
H11 4.59 -4.41 1.31
H12 -1.32 3.74 2.76
H13 -0.06 4.50 1.81
H14 3.74 2.39 0.73
H15 3.09 -0.31 -2.03
H16 0.00 2.76 2.12
H17 4.12 -1.67 -2.47
H18 1.32 -2.24 -1.93
H19 -2.82 1.38 1.77
H20 -1.28 0.34 -2.16
H21 0.24 -1.29 2.14
H22 -6.04 -1.22 0.66
H23 1.02 -2.22 3.35
H24 -5.25 0.89 1.76
H25 -1.11 -5.66 -1.14
H26 1.52 -0.55 3.12
H27 -2.48 1.11 -3.20
H28 2.39 3.50 -1.34
H29 0.89 -4.65 -2.18
H30 0.75 4.08 -0.95
H31 -3.82 2.88 -2.42
H32 -4.42 4.50 -0.66

=====

The following is a DFT calculation (ωB97M-V/def2-TZVPD) of C31H32N5O5STi as an isolated structure.

Its net charge is +1. Its spin multiplicity is 3. The value obtained for the highest occupied orbital energy (spin up / spin down) is -7.657 / -10.215 eV. The value obtained for the HOMO-LUMO gap (spin up / spin down) is 3.8285 / 6.4038 eV. The value obtained for the LUMO energy (spin up / spin down) is -3.8285 / -3.8115 eV. Its energy above the lowest of the compared OMol25 structures with the same formula, charge and spin is 128.2 kJ/mol. As for the total energy: -84302.086 eV.

Positions of all 75 atoms, in Å:
Ti1 0.18 0.15 0.00
S1 3.10 -1.74 -0.61
O1 2.82 -1.76 -2.02
O2 0.26 0.18 -1.83
O3 -1.05 1.45 -0.05
O4 3.10 -2.98 0.09
O5 1.75 1.50 0.25
N1 2.00 -0.69 0.07
N2 -0.01 0.11 2.00
N3 -1.38 3.29 -2.06
N4 1.02 1.92 -3.74
N5 -0.80 -1.58 -0.07
C1 -0.03 -0.66 -2.77
C2 -1.04 3.87 -3.33
C3 -0.63 1.02 2.70
C4 -0.70 -2.50 -4.84
C5 0.20 -2.35 2.03
C6 4.52 -0.69 -0.28
C7 1.29 3.26 -4.18
C8 0.10 -0.30 -4.15
C9 0.45 4.28 -3.41
C10 -1.70 3.18 3.08
C11 -2.77 5.39 3.60
C12 0.56 0.96 -4.55
C13 6.73 0.12 -0.03
C14 -1.06 -3.49 -5.91
C15 0.54 -1.02 2.72
C16 -1.34 2.41 0.78
C17 -2.28 4.63 1.27
C18 -0.27 -1.23 -5.15
C19 -1.22 2.21 2.18
C20 5.87 -0.93 -0.36
C21 2.54 0.52 0.15
C22 6.23 1.36 0.35
C23 -0.53 -1.96 -2.46
C24 -1.78 4.06 -1.03
C25 4.00 0.55 0.10
C26 -0.76 -2.36 -1.12
C27 -1.81 3.69 0.31
C28 -0.82 -2.86 -3.50
C29 -1.08 -2.24 1.19
C30 -2.25 4.38 2.62
C31 4.87 1.60 0.41
H1 -1.67 4.75 -3.48
H2 6.92 2.15 0.60
H3 -1.17 -3.85 -3.25
H4 0.55 1.20 -5.60
H5 2.35 3.49 -4.06
H6 -0.17 -0.93 -6.18
H7 -1.95 5.97 4.01
H8 -2.10 -3.82 -5.79
H9 4.47 2.55 0.71
H10 1.11 1.70 -2.75
H11 -1.48 -3.24 1.01
H12 -1.28 3.15 -4.12
H13 -0.69 0.89 3.79
H14 0.14 -1.03 3.75
H15 -1.05 2.36 -1.83
H16 -3.46 6.07 3.12
H17 -2.67 5.57 0.90
H18 -0.96 -3.05 -6.90
H19 6.25 -1.89 -0.66
H20 0.83 4.37 -2.39
H21 -0.99 -3.42 -0.98
H22 1.02 -2.66 1.37
H23 0.55 5.24 -3.90
H24 -2.08 5.07 -1.29
H25 -1.84 -1.65 1.73
H26 -0.42 -4.36 -5.85
H27 7.79 -0.04 -0.07
H28 1.06 3.32 -5.25
H29 -1.63 3.00 4.14
H30 1.63 -0.89 2.78
H31 -3.28 4.89 4.42
H32 0.08 -3.13 2.79

=====

The following is a DFT calculation (ωB97M-V/def2-TZVPD) of C31H32N5S2TeZr as an isolated structure.

Its net charge is +3. The value obtained for the highest occupied orbital energy is -15.634 eV. The value obtained for the HOMO-LUMO gap is 5.8461 eV. The value obtained for the LUMO energy is -9.7881 eV. Its energy above the lowest of the compared OMol25 structures with the same formula, charge and spin is 23.0 kJ/mol. As for the total energy: -70339.918 eV.

Positions of all 72 atoms, in Å:
Te1 3.28 1.26 0.46
Zr1 0.58 0.56 0.64
S1 3.32 -1.12 -1.95
S2 -1.56 -0.40 -1.91
N1 -0.97 -3.14 -1.14
N2 1.45 -1.61 0.99
N3 0.00 4.41 -4.40
N4 0.14 1.91 -1.08
N5 -0.46 -0.92 -0.65
C1 0.14 0.09 3.22
C2 -1.40 1.67 2.16
C3 4.64 -2.19 -2.17
C4 -0.73 3.86 -2.19
C5 0.95 -2.61 0.24
C6 -2.33 -2.96 -1.52
C7 4.07 -0.35 -0.60
C8 5.30 -0.90 -0.36
C9 0.91 2.30 2.71
C10 -1.10 0.39 2.65
C11 -4.11 -1.44 -2.05
C12 -3.20 -4.03 -1.54
C13 0.83 2.44 -3.33
C14 2.38 0.84 4.16
C15 -2.85 2.03 1.87
C16 -4.54 -3.80 -1.85
C17 0.85 1.65 -2.22
C18 -3.40 1.30 0.65
C19 -0.64 3.02 -1.12
C20 -0.22 -2.21 -0.58
C21 1.51 -3.87 0.19
C22 -0.34 2.60 2.14
C23 -3.11 3.54 1.81
C24 2.52 -1.89 1.75
C25 3.13 -3.13 1.79
C26 1.16 1.06 3.32
C27 -4.99 -2.52 -2.10
C28 2.63 -4.14 0.98
C29 0.03 3.61 -3.35
C30 -2.78 -1.67 -1.78
C31 5.62 -1.95 -1.25
H1 -3.24 0.22 0.70
H2 1.43 2.16 -4.19
H3 -4.48 1.47 0.58
H4 6.55 -2.50 -1.23
H5 -1.88 -0.36 2.69
H6 -5.23 -4.63 -1.89
H7 -4.18 3.71 1.77
H8 1.13 -4.65 -0.45
H9 -4.46 -0.43 -2.26
H10 3.99 -3.29 2.42
H11 0.31 -0.89 3.66
H12 3.27 1.22 3.67
H13 -6.03 -2.35 -2.34
H14 2.91 -1.07 2.34
H15 3.09 -5.11 0.96
H16 -2.96 1.66 -0.28
H17 -0.56 5.25 -4.41
H18 4.64 -2.91 -2.97
H19 -2.86 -5.03 -1.32
H20 2.26 1.40 5.10
H21 -0.69 -4.11 -1.00
H22 1.46 0.76 -2.23
H23 -1.39 4.72 -2.13
H24 2.51 -0.21 4.42
H25 -1.24 3.22 -0.25
H26 -2.72 4.06 2.69
H27 -0.49 3.60 1.77
H28 5.97 -0.56 0.42
H29 -2.69 4.00 0.92
H30 -3.38 1.65 2.74
H31 1.68 3.07 2.73
H32 0.55 4.23 -5.23

=====

> Among the records above, which one has the highest net charge?

C31H32N5S2TeZr

=====

> Which of these has the lowest net charge?

C31H32N5O5STi

=====

> Among the records above, which one has the lowest net charge?

C31H32N5O5STi